C34H34BCl8NO5 | wB97M-V/def2-TZVPD

CARTESIAN COORDINATES (ANGSTROEM)
C (-0.551, 2.418, 0.173)
C (0.047, 1.212, -0.683)
N (0.765, 0.311, 0.281)
C (0.745, -1.103, -0.151)
C (-0.371, -1.967, 0.543)
C (-0.847, -1.437, 1.937)
B (0.214, -1.257, 3.144)
C (0.549, -2.331, 4.267)
O (0.888, 0.015, 3.230)
C (-1.961, -0.320, 1.785)
O (-3.182, -1.045, 1.771)
C (-3.005, -2.120, 2.638)
O (-3.825, -2.546, 3.378)
O (-1.710, -2.530, 2.450)
C (2.141, 0.794, 0.272)
C (2.627, 1.846, 1.309)
O (2.947, 0.431, -0.554)
H (-1.652, 2.436, 0.054)
H (-0.064, 3.380, -0.098)
H (-0.312, 2.264, 1.251)
H (-0.730, 0.687, -1.268)
H (0.830, 1.683, -1.325)
H (0.521, -1.102, -1.249)
H (1.711, -1.630, -0.034)
H (-0.035, -3.026, 0.555)
H (-1.263, -1.940, -0.134)
H (1.636, -2.590, 4.242)
H (0.405, -1.815, 5.253)
H (-0.106, -3.222, 4.283)
H (0.277, 0.552, 3.757)
H (-1.768, 0.386, 2.616)
H (-1.859, 0.033, 0.744)
H (3.688, 1.709, 1.577)
H (2.541, 2.833, 0.787)
H (1.958, 1.907, 2.191)
Cl (-1.437, 2.621, -3.775)
C (-0.079, 3.639, -4.099)
C (0.774, 3.281, -5.136)
C (1.874, 4.069, -5.438)
C (2.123, 5.221, -4.703)
C (1.275, 5.578, -3.665)
C (0.173, 4.788, -3.358)
Cl (-0.856, 5.267, -2.050)
H (0.581, 2.385, -5.712)
H (2.535, 3.786, -6.247)
H (2.979, 5.841, -4.939)
H (1.476, 6.473, -3.097)
Cl (2.624, -6.060, 2.239)
C (1.749, -6.606, 0.852)
C (1.134, -7.852, 0.913)
C (0.420, -8.330, -0.173)
C (0.314, -7.564, -1.326)
C (0.928, -6.322, -1.391)
C (1.649, -5.841, -0.305)
Cl (2.412, -4.295, -0.452)
H (1.213, -8.454, 1.809)
H (-0.052, -9.299, -0.121)
H (-0.247, -7.934, -2.175)
H (0.847, -5.730, -2.294)
Cl (-2.628, -8.925, -0.365)
C (-3.653, -7.704, 0.304)
C (-5.017, -7.796, 0.051)
C (-5.890, -6.850, 0.568)
C (-5.401, -5.808, 1.342)
C (-4.041, -5.711, 1.594)
C (-3.161, -6.653, 1.076)
Cl (-1.476, -6.455, 1.433)
H (-5.402, -8.609, -0.551)
H (-6.951, -6.928, 0.367)
H (-6.079, -5.069, 1.752)
H (-3.667, -4.897, 2.197)
Cl (1.581, 7.039, -0.573)
C (1.996, 8.712, -0.445)
C (0.964, 9.641, -0.407)
C (1.248, 10.995, -0.298)
C (2.567, 11.423, -0.227)
C (3.599, 10.497, -0.269)
C (3.317, 9.140, -0.380)
Cl (4.643, 8.034, -0.433)
H (-0.066, 9.312, -0.460)
H (0.440, 11.716, -0.269)
H (2.792, 12.479, -0.140)
H (4.626, 10.835, -0.216)

Cartesian forces (eV/Å) of the 6 atoms listed first:
0.21 -0.51 -0.14
0.43 1.82 1.48
0.81 -0.32 -0.57
-0.63 -0.71 -0.86
-0.04 0.93 -0.59
-0.95 -1.44 -0.26

As for the LUMO energy: 0.3 eV. Its HOMO-LUMO gap is 0.345 Eh. The structure (SMILES) is CCN(CC[C@@]1(B(C)O)COC(=O)O1)C(C)=O.Clc1ccccc1Cl.Clc1ccccc1Cl.Clc1ccccc1Cl.Clc1ccccc1Cl. The total energy is -5453.3541 Eh.